DFT (the ωB97M-V functional and the def2-TZVPD basis) results for a structure of composition C30H45BrHfN2P2S.

Last column: Mulliken charge in e.
Cartesian coordinates (Å):
C1 -4.11664 -1.52525 -0.34289  -0.935
H1 3.32104 1.30058 1.82916  1.052
N1 -1.38528 -0.69949 4.06945  0.019
H2 1.15906 1.87231 5.31291  0.506
H3 4.26797 -2.06711 1.36658  0.293
C2 -2.99978 1.94134 -1.23581  0.646
H4 3.58643 -2.28726 2.97372  0.467
P1 -1.30395 -1.95511 -0.54851  0.818
C3 -3.39370 1.39287 -2.47157  -0.081
C4 2.86961 2.98532 -2.23334  -1.076
H5 -0.82527 -3.92891 -1.85480  0.687
H6 -5.08530 -1.98073 -0.58415  0.458
C5 0.44759 1.13409 4.94160  -0.436
C6 -5.26793 2.68992 -0.90272  -0.603
C7 0.28188 3.92379 -1.78988  -0.411
H7 -3.18250 -3.31871 -1.17226  0.623
C8 2.69010 4.11885 -1.27035  -0.143
C9 -4.74057 1.57839 -2.86717  -0.539
H8 -6.03045 3.22392 -0.32383  0.416
C10 3.65398 -1.58917 2.13657  -1.285
S1 -2.17904 0.64133 1.91421  -0.190
H9 5.05337 2.16488 0.21059  0.458
H10 -3.71027 2.92318 0.58039  0.434
H11 -3.98209 -1.61024 0.74061  0.228
H12 1.23307 5.81085 -1.38043  0.531
H13 0.93238 -0.34514 6.44933  0.513
H14 1.78414 -2.24945 1.22498  0.418
H15 -0.96184 -4.86667 0.08926  0.375
H16 -1.27975 -2.23436 -3.63885  0.409
C11 2.52004 -0.81852 -1.23660  0.152
H17 -4.18825 -0.45784 -0.58819  0.123
H18 -5.05430 1.20407 -3.84724  0.418
C12 1.33802 4.74429 -1.52357  -0.968
H19 -1.34684 2.82736 -0.15598  1.079
H20 3.52721 4.83292 -1.33854  0.606
C13 -0.61721 -1.01280 5.15165  -0.381
C14 0.53697 2.54291 -2.03215  -0.444
C15 2.21190 -1.32537 1.65679  -0.357
Br1 2.85390 3.82063 0.54398  0.180
C16 -1.20570 0.45724 3.34417  0.101
H21 -3.04726 -1.87872 -2.18773  0.499
Hf1 -0.54106 0.29923 0.05784  0.140
H22 2.69230 0.00292 -1.94529  0.074
H23 0.09585 -1.24806 -3.13498  0.128
H24 3.86409 2.77904 -2.60253  0.600
C17 -3.96514 2.54018 -0.40800  -0.366
H25 3.66822 -2.49371 -0.39761  0.392
C18 3.73414 -1.74014 -1.18982  -1.640
C19 -1.18886 -2.89206 1.01869  0.011
H26 -1.82226 -2.40512 1.77522  -0.132
H27 -0.27202 2.35878 3.27028  0.623
H28 -0.81256 -1.97887 5.60218  0.475
H29 -2.09739 -1.35446 3.73170  0.328
N2 -5.62309 2.21432 -2.10143  -0.490
C20 1.79969 2.20321 -2.55413  0.076
C21 -0.49559 1.52868 -1.73872  0.609
H30 -0.72009 0.83368 -2.57003  0.628
C22 0.31851 -0.10086 5.59361  -0.572
C23 -0.35658 -2.93468 -1.77686  -1.042
H31 -0.75800 4.28107 -1.81036  0.728
H32 -2.68171 0.89945 -3.13249  0.466
H33 0.66017 -3.08778 -1.36713  0.572
H34 0.36563 -2.84676 -3.81997  0.387
C24 4.45915 1.27066 -0.04292  -1.315
C25 -0.32543 1.42177 3.82552  -0.376
H35 -0.15155 -2.81239 1.39044  0.177
C26 -3.02236 -2.22794 -1.14311  -0.824
H36 1.88727 1.30159 -3.17933  0.766
H37 5.07061 0.37968 0.14171  0.403
C27 -1.56093 -4.37400 0.86861  -1.365
C28 3.22395 1.11958 0.76274  -1.211
H38 4.25651 1.38041 -1.11335  0.375
H39 3.77749 -2.27080 -2.15286  0.447
H40 -1.36272 -4.90635 1.81040  0.434
H41 4.69167 -1.20870 -1.09252  0.324
C29 -1.58110 1.95737 -0.80263  -1.440
H42 -2.62439 -4.50771 0.63527  0.377
C30 -0.29560 -2.27021 -3.16636  -1.078
H43 1.58845 -1.03593 2.51855  0.197
H44 1.66329 -1.37937 -1.63049  -0.306
P2 1.91670 0.01695 0.34909  1.433
H45 4.15992 -0.69286 2.51171  0.325

Output
2S+1	1
net charge	+4
F_max	4.13	eV/A
HOMO	-18.271	eV
total energy	-135537.7096	eV